Entry from the OMol25 dataset: a molecular structure, C6H7N in a non-equilibrium geometry (ωB97M-V with the def2-TZVPD basis set).

Geometry as ORCA input:
```
! wB97M-V def2-TZVPD RIJCOSX def2/J DEFGRID3
* xyz 0 1
N 1.838 -2.604 -0.912
C 1.038 -1.878 -0.490
C 0.051 -0.960 0.101
C -0.725 -0.025 -0.843
C -1.328 1.100 0.170
C -0.054 1.366 0.488
C 0.709 0.151 0.971
H -0.676 -1.560 0.649
H -0.006 0.332 -1.625
H -1.610 -0.356 -1.340
H -1.972 1.918 -0.173
H 0.440 2.260 0.134
H 1.786 0.237 0.827
H 0.509 0.019 2.042
*
```

The energy relative to the best compared isomer or geometry (same formula, charge and spin) is 3.8749 eV. The HOMO-LUMO gap comes out at 8.94 eV. For the largest force on an atom, the calculation gives 2.04 eV/A.